Record 1
3 unconnected molecules or ions with the total composition C30H63I2N2O8P2 at a distorted geometry. Source: the OMol25 dataset; level of theory: ωB97M-V/def2-TZVPD.

Structure (XYZ):
```
107
Properties=species:S:1:pos:R:3:forces:R:3:lowdin_charge:R:1
C 3.3855 1.8474 -0.7975 -0.42 -0.48 0.17 -0.110
C 3.3034 0.3632 -0.4057 0.68 0.42 0.04 -0.251
C 3.8916 -0.5836 -1.4668 -0.26 -0.20 0.42 -0.209
C 2.8661 -1.2636 -2.3794 0.50 0.23 -0.21 -0.216
C 2.3103 -0.3594 -3.4822 0.01 -0.50 -0.17 -0.211
C 1.1699 -1.0339 -4.2668 0.46 0.27 0.00 -0.194
C 0.3169 -0.0501 -5.0999 0.35 0.02 0.59 -0.194
C -1.1885 -0.1530 -4.8762 -0.23 -0.32 -0.45 -0.211
C -1.8134 -1.4563 -5.4377 0.33 0.41 0.53 -0.186
C -1.9794 -2.5296 -4.3472 -0.46 0.22 -0.33 -0.197
C -3.3470 -2.4055 -3.6353 0.96 -0.58 0.21 -0.189
C -3.2451 -2.7189 -2.1237 -1.01 -0.08 -0.51 -0.185
C -4.2976 -1.9148 -1.3196 0.70 -0.74 0.35 -0.158
C -3.7309 -0.9278 -0.2779 -0.69 -0.09 -0.21 -0.110
C -3.7643 0.5689 -0.7035 -1.24 0.76 0.59 -0.305
C -2.6640 1.1550 -1.6062 0.26 -0.09 0.39 -0.063
C -1.2479 0.6815 -1.3307 0.98 0.40 0.43 -0.378
C -0.2170 1.7742 -1.0346 -0.71 -0.39 -1.11 0.003
N -0.9094 -0.5358 -1.3767 -0.58 -0.11 0.03 0.196
C -3.7133 1.2688 0.6268 1.80 -0.57 -0.67 0.026
N -4.8150 1.6795 1.1056 -0.05 -0.29 -0.29 0.107
C -5.9310 1.4032 0.1844 0.09 1.11 0.11 -0.713
I -7.2816 -0.0188 1.0277 0.16 0.12 -0.07 0.955
C -5.2161 1.0226 -1.1265 -0.86 -0.66 -0.57 -0.366
C -5.3476 2.1096 -2.2203 -1.00 0.78 1.13 -0.617
I -7.4816 2.1389 -2.7115 0.19 -0.12 -0.29 0.935
C -4.9935 3.5535 -1.7702 1.10 -0.56 -0.63 -0.314
C -4.0214 4.2048 -2.7684 -0.32 0.19 0.28 -0.086
H 4.4337 2.1250 -0.8915 -0.02 0.14 -0.18 0.077
H 2.9299 2.4754 -0.0306 0.04 0.05 0.01 0.071
H 2.8616 2.0209 -1.7376 0.19 0.21 -0.09 0.049
H 3.9210 0.2694 0.4912 -0.19 -0.11 0.13 0.089
H 2.2916 0.0760 -0.1084 -0.06 -0.06 -0.10 0.090
H 4.6419 -0.0344 -2.0421 -0.06 -0.05 -0.17 0.113
H 4.4387 -1.3705 -0.9423 0.01 -0.04 -0.03 0.103
H 3.3731 -2.1025 -2.8654 -0.15 -0.10 -0.02 0.115
H 2.0728 -1.7079 -1.7683 -0.08 0.09 0.00 0.102
H 2.0060 0.6133 -3.0883 -0.12 -0.03 0.02 0.079
H 3.1331 -0.1879 -4.1823 0.00 0.38 0.07 0.122
H 1.6447 -1.7415 -4.9494 -0.15 -0.27 0.15 0.117
H 0.5912 -1.6099 -3.5445 -0.25 0.05 -0.17 0.078
H 0.6512 0.9621 -4.8486 -0.11 0.06 0.00 0.102
H 0.5686 -0.1747 -6.1546 -0.24 0.00 -0.08 0.111
H -1.6562 0.7146 -5.3503 -0.06 0.02 0.04 0.105
H -1.4240 -0.1342 -3.8083 0.16 0.21 -0.06 0.066
H -1.1814 -1.8108 -6.2527 -0.14 -0.07 -0.11 0.109
H -2.8035 -1.2144 -5.8282 0.04 -0.18 -0.27 0.103
H -1.8681 -3.5064 -4.8182 -0.03 -0.15 0.24 0.112
H -1.2207 -2.4267 -3.5744 0.22 -0.05 -0.21 0.072
H -4.0211 -3.1455 -4.0688 -0.27 0.31 -0.16 0.114
H -3.7651 -1.4111 -3.8148 0.02 0.06 0.09 0.095
H -2.2333 -2.6141 -1.7454 -0.03 0.32 0.03 0.080
H -3.5120 -3.7716 -2.0167 0.19 -0.06 0.12 0.109
H -4.9868 -1.4490 -2.0211 -0.02 0.14 0.08 0.096
H -4.8868 -2.6414 -0.7583 -0.15 0.13 0.04 0.111
H -2.7460 -1.2302 0.0686 0.16 0.12 -0.26 0.114
H -4.3769 -1.0052 0.6052 -0.03 0.06 -0.02 0.084
H -2.6525 2.2316 -1.4245 -0.11 0.04 -0.13 0.100
H -2.9032 1.0490 -2.6649 0.03 -0.36 0.01 0.122
H 0.7381 1.4052 -1.3987 0.21 0.07 0.44 0.043
H -0.1870 2.0451 0.0197 0.09 0.11 0.01 0.093
H -0.4595 2.6294 -1.6705 0.07 0.28 0.34 0.089
H 0.0838 -0.6367 -1.1703 0.05 -0.04 -0.06 0.062
H -2.7295 1.3415 1.0826 -0.31 0.32 0.64 0.158
H -4.9329 2.1347 2.0035 0.02 -0.11 0.08 0.182
H -6.4718 2.3415 0.0778 -0.31 -0.17 0.03 0.063
H -5.8676 0.2388 -1.5066 0.79 -0.58 -0.12 0.055
H -4.8650 1.8301 -3.1490 0.08 -0.12 0.03 0.076
H -4.4752 3.5108 -0.8067 -0.13 0.01 0.09 0.095
H -5.8784 4.1686 -1.6503 0.01 0.05 0.09 0.069
H -3.2232 3.5280 -3.0695 0.01 -0.05 0.04 0.061
H -4.5457 4.5160 -3.6707 0.03 0.08 -0.01 0.086
H -3.5614 5.0690 -2.2907 0.00 0.15 -0.24 0.083
C 0.3611 3.6634 6.2712 0.08 0.32 0.03 -0.084
O -0.3288 2.8769 5.2751 1.29 -1.78 1.95 -0.252
P 0.5628 1.7009 4.5498 -1.06 0.20 -5.69 0.503
O 1.3784 2.4352 3.5530 0.26 0.10 0.95 -0.253
O -0.7231 0.9547 3.8983 -0.15 -0.03 0.45 -0.234
C -2.0133 1.5189 3.8164 0.03 -0.06 -0.31 -0.139
O 1.3182 0.2627 4.7120 -0.59 1.21 2.61 -0.216
C 2.1715 0.0843 5.8669 0.28 -0.02 0.00 -0.088
H -0.3415 4.3927 6.6643 -0.08 -0.06 -0.08 0.090
H 0.7054 3.0334 7.0911 -0.03 0.03 0.03 0.084
H 1.2070 4.1847 5.8229 -0.01 -0.05 -0.06 0.091
H -2.0008 2.3968 3.1608 -0.07 0.15 0.16 0.086
H -2.4134 1.7767 4.7940 0.02 0.12 -0.01 0.089
H -2.6602 0.7573 3.3727 0.06 -0.08 0.06 0.077
H 1.5974 0.1653 6.7908 -0.01 -0.06 0.00 0.085
H 2.9692 0.8301 5.8614 0.02 -0.04 0.01 0.088
H 2.6097 -0.9079 5.8107 -0.03 0.01 -0.14 0.091
C 7.2742 -3.7613 2.1589 -0.05 -0.18 -0.25 -0.094
O 6.3719 -2.7916 2.7265 2.22 -0.61 1.89 -0.252
P 5.8106 -3.1318 4.2379 -5.81 1.27 -0.01 0.502
O 4.7552 -4.1453 4.0017 1.04 -0.37 -0.05 -0.247
O 5.2431 -1.6449 4.5050 0.53 0.07 -0.10 -0.245
C 5.0802 -0.6556 3.4928 -0.27 0.10 0.01 -0.106
O 6.1679 -3.2913 5.8355 2.43 -0.04 -1.66 -0.224
C 7.3547 -4.0436 6.1613 -0.06 -0.18 0.07 -0.104
H 7.5620 -3.4101 1.1715 -0.07 0.09 0.03 0.088
H 8.1725 -3.8596 2.7689 0.03 0.00 -0.05 0.082
H 6.7815 -4.7298 2.0658 -0.04 0.03 0.05 0.089
H 4.3301 -0.9683 2.7657 0.07 -0.03 -0.09 0.087
H 6.0213 -0.4312 2.9972 0.01 -0.07 -0.06 0.084
H 4.7258 0.2510 3.9806 -0.02 -0.07 0.10 0.082
H 8.2452 -3.5629 5.7522 0.02 0.01 0.06 0.082
H 7.2773 -5.0639 5.7788 0.00 0.00 0.04 0.089
H 7.4428 -4.0749 7.2431 -0.10 0.04 0.00 0.087
```
Positions in Å, forces in eV/Å.

Properties
**Charge**: +1
**Gap between HOMO and LUMO**: 7.4 eV
**Highest occupied orbital energy**: -11.25 eV
**Maximum force**: 6.0 eV/Å

***

Record 2
A molecular structure, C30H64Br22N3NbO4P at a distorted geometry. Source: the OMol25 dataset; level of theory: ωB97M-V/def2-TZVPD.

Structure (XYZ):
```
125
Properties=species:S:1:pos:R:3:forces:R:3:lowdin_charge:R:1
C -2.3918 0.6033 -3.1165 0.17 0.04 -0.09 -0.083
C -3.2638 -0.5898 -2.8398 -0.78 0.01 0.09 -0.558
C -4.7522 -0.4161 -3.1401 0.37 -0.33 0.06 -0.060
N -2.8822 -1.7028 -2.3815 1.25 -0.69 -1.38 -0.118
Nb -1.9322 -2.9517 -3.6744 -0.68 2.56 3.26 1.304
C -2.5305 -1.7307 -5.5443 0.28 -1.15 -0.99 -0.253
C -2.4890 -2.5450 -6.8104 -0.03 0.14 0.28 -0.652
O -2.9602 -3.6297 -6.9822 -0.24 -0.20 -0.26 0.038
O -1.8638 -1.9419 -7.8846 0.18 -0.02 -0.07 0.037
N -0.1225 -1.9109 -3.3918 -1.01 -0.85 -1.84 -0.092
C 0.8775 -2.1706 -4.1235 0.50 -0.11 0.70 -0.562
C 0.8690 -2.3337 -5.6260 0.83 0.35 -0.30 -0.099
C 2.2425 -2.3164 -3.4758 0.32 0.57 -0.39 -0.074
P -1.5635 -4.6411 -1.6439 -1.37 0.92 0.34 0.330
N -2.4295 -4.1251 -0.4390 0.25 0.22 0.11 -0.272
O -2.1067 -6.1575 -2.0373 0.70 -0.42 0.11 -0.324
O -0.0280 -4.7909 -1.0977 -0.14 -1.01 -0.40 -0.313
H -2.4727 1.3259 -2.3044 -0.02 0.07 0.02 0.040
H -1.3499 0.3260 -3.2540 0.06 -0.14 0.27 0.046
H -2.7338 1.0741 -4.0400 -0.08 0.11 0.03 0.071
H -4.9723 0.4844 -3.7087 -0.13 0.09 0.09 0.064
H -5.0595 -1.3049 -3.6884 -0.13 0.03 -0.11 0.063
H -5.2841 -0.4510 -2.1905 -0.13 0.25 0.01 0.076
H -1.1174 -4.2056 -4.6824 0.24 -0.21 0.14 -0.126
H -3.4848 -3.8886 -3.9480 0.21 -0.22 -0.46 -0.100
H -3.5644 -1.3875 -5.5015 0.01 0.19 0.34 0.049
H -1.8142 -0.9165 -5.6668 -0.28 0.38 0.33 0.022
H -1.5529 -1.0810 -7.5906 -0.01 0.07 -0.05 0.071
H 1.8952 -2.2591 -5.9937 0.02 -0.01 -0.09 0.032
H 0.4922 -3.3045 -5.9394 -0.28 -0.03 0.21 0.046
H 0.3116 -1.5446 -6.1236 -0.24 -0.04 0.07 0.054
H 2.2194 -1.9430 -2.4565 -0.14 -0.40 0.21 0.069
H 2.6299 -3.3300 -3.5629 -0.09 -0.11 0.19 0.042
H 2.9447 -1.6714 -4.0165 0.02 -0.09 -0.08 0.014
H -1.8745 -3.9384 0.3893 -0.10 -0.10 0.12 -0.090
H -2.9777 -6.0019 -2.4271 0.05 0.08 -0.19 0.019
H 0.3887 -5.5548 -1.5221 0.27 0.11 0.03 -0.046
Br -0.2583 2.4642 -0.6009 -0.16 -0.12 -0.17 0.633
C 0.1068 1.4142 0.9934 0.21 0.20 0.06 -0.719
C 0.7332 0.0795 0.7040 -0.08 -0.35 -0.02 -0.704
Br -0.5447 -1.2475 0.0796 -0.05 0.20 -0.01 0.700
H -0.8323 1.3258 1.5260 -0.04 0.04 0.00 -0.023
H 0.7888 2.0394 1.5685 -0.02 -0.03 0.06 0.015
H 1.1327 -0.3353 1.6275 0.08 0.09 -0.01 -0.008
H 1.5224 0.1390 -0.0404 0.00 0.05 -0.01 0.050
Br -2.9886 1.7963 3.3398 0.01 0.03 -0.03 0.635
C -2.5415 -0.0904 3.4954 -0.06 0.04 -0.02 -0.682
C -1.6525 -0.3471 4.6826 0.04 -0.10 -0.06 -0.673
Br 0.1863 0.2003 4.3456 -0.02 0.04 0.06 0.693
H -2.0892 -0.3884 2.5520 0.02 -0.05 0.02 0.015
H -3.4958 -0.5999 3.6157 0.12 0.03 0.01 -0.029
H -1.5964 -1.4128 4.8939 0.00 -0.01 -0.03 0.053
H -1.9774 0.1803 5.5729 -0.02 0.01 0.00 0.023
Br -5.8477 -1.3329 4.5925 -0.06 0.00 0.08 0.671
C -5.0027 -2.8580 5.4511 -0.19 0.04 -0.12 -0.675
C -5.0565 -2.7591 6.9520 0.17 -0.03 0.07 -0.690
Br -3.7640 -1.4814 7.6448 -0.05 0.04 0.00 0.626
H -3.9874 -2.9107 5.0705 0.02 -0.03 0.03 0.049
H -5.5614 -3.7260 5.1094 0.02 -0.03 0.02 0.060
H -4.7888 -3.7118 7.4030 0.00 -0.02 -0.03 0.057
H -6.0302 -2.4452 7.3126 -0.02 0.00 -0.03 0.048
Br 2.2801 4.6324 0.8712 0.15 0.02 0.12 0.615
C 1.3193 6.0558 -0.0261 0.08 -0.04 -0.03 -0.689
C 0.6685 6.9956 0.9590 -0.20 -0.92 -0.64 -0.793
Br -0.9346 6.1967 1.7370 0.08 -0.58 -0.28 0.581
H 0.6071 5.5763 -0.6915 -0.04 -0.01 0.03 0.030
H 2.0662 6.5861 -0.6134 0.00 0.03 0.02 0.057
H 0.3233 7.8899 0.4530 0.08 0.04 -0.05 0.028
H 1.3305 7.2471 1.7722 0.15 -0.04 -0.04 -0.017
Br -0.0830 9.0259 2.8657 -0.26 1.50 0.97 0.706
C -0.9696 10.5737 2.0876 0.25 -0.01 0.00 -0.651
C -1.5039 11.5212 3.1276 -0.22 -0.02 -0.04 -0.706
Br -3.1263 10.8437 3.9572 0.05 -0.02 0.05 0.621
H -1.7469 10.1836 1.4371 -0.05 0.02 0.04 0.059
H -0.2074 11.0694 1.4905 -0.01 0.04 0.02 0.019
H -1.7853 12.4668 2.6701 0.04 0.00 -0.03 0.061
H -0.7969 11.7051 3.9289 0.03 0.02 -0.02 0.008
Br 1.8476 -9.1161 -2.5814 -0.01 -0.03 0.03 0.583
C 1.8084 -8.5240 -4.4323 0.13 -0.11 0.04 -0.697
C 2.3556 -7.1266 -4.5592 -0.15 0.19 0.04 -0.669
Br 1.0623 -5.8102 -3.9404 0.18 -0.21 -0.35 0.767
H 0.7784 -8.5993 -4.7688 -0.03 0.05 0.04 0.027
H 2.4231 -9.2364 -4.9786 0.03 0.03 -0.01 0.054
H 2.5433 -6.8778 -5.6018 -0.03 -0.06 -0.02 0.057
H 3.2653 -6.9878 -3.9834 0.03 -0.05 -0.01 0.046
Br 3.4591 -1.0094 7.9003 -0.05 0.01 -0.01 0.619
C 2.7159 0.6345 7.1626 0.22 -0.08 0.07 -0.712
C 2.0279 1.4587 8.2150 -0.20 0.07 -0.05 -0.689
Br 0.2902 0.7260 8.6903 0.03 -0.04 0.05 0.603
H 2.0544 0.3423 6.3553 -0.05 0.01 0.01 -0.038
H 3.5660 1.1770 6.7536 -0.02 0.07 0.03 0.048
H 1.8245 2.4581 7.8369 0.02 -0.01 -0.05 0.060
H 2.6003 1.5264 9.1342 0.03 -0.01 -0.01 0.047
Br 2.5513 12.2606 1.9087 0.02 0.08 -0.06 0.632
C 3.2597 12.4405 3.7088 -0.02 -0.20 -0.09 -0.684
C 2.1675 12.3714 4.7417 0.00 0.15 0.13 -0.690
Br 1.1387 14.0203 4.8231 -0.04 -0.04 -0.05 0.617
H 3.8129 13.3731 3.7354 -0.03 0.03 0.05 0.050
H 3.9458 11.6063 3.8362 -0.02 -0.02 0.01 0.060
H 2.5915 12.2453 5.7350 0.03 -0.01 -0.01 0.060
H 1.4627 11.5694 4.5425 0.05 -0.06 -0.01 0.023
Br 3.7332 0.6223 3.4108 -0.04 0.02 0.04 0.626
C 5.1761 -0.1969 4.4266 0.04 0.22 -0.13 -0.690
C 5.6164 -1.5010 3.8218 -0.03 -0.24 0.12 -0.695
Br 4.3481 -2.9241 4.1929 -0.02 0.02 -0.07 0.618
H 4.8192 -0.3154 5.4443 0.02 -0.08 0.01 -0.012
H 5.9890 0.5262 4.4073 0.02 -0.02 -0.02 0.060
H 6.5555 -1.8227 4.2666 0.01 0.04 0.02 0.057
H 5.7241 -1.4499 2.7433 0.00 0.06 -0.01 0.050
Br 2.9950 0.6830 -5.6328 -0.02 0.08 -0.03 0.676
C 4.8993 0.3284 -5.5368 -0.13 0.20 0.03 -0.694
C 5.4622 -0.0692 -6.8748 0.12 -0.20 0.02 -0.701
Br 4.9949 -1.8993 -7.3347 -0.05 0.03 -0.03 0.614
H 5.0372 -0.4383 -4.7802 0.03 -0.04 -0.03 0.046
H 5.3509 1.2578 -5.1970 0.04 -0.01 -0.03 0.055
H 6.5495 -0.0445 -6.8521 0.00 0.02 0.03 0.054
H 5.0998 0.5597 -7.6810 -0.02 0.03 0.02 0.047
Br -4.7899 -11.4948 -1.8439 0.05 -0.04 0.01 0.570
C -3.5943 -10.1032 -1.1779 -0.16 0.00 0.00 -0.690
C -3.1961 -9.1291 -2.2496 0.19 0.11 0.03 -0.690
Br -1.8643 -9.8748 -3.4506 -0.06 -0.11 -0.09 0.613
H -2.7417 -10.6119 -0.7411 0.03 0.01 -0.02 0.048
H -4.1556 -9.5942 -0.3982 0.00 0.04 -0.02 0.058
H -2.7208 -8.2530 -1.8107 0.00 -0.02 0.01 0.027
H -4.0327 -8.8164 -2.8661 -0.04 -0.02 0.02 0.056
```
Positions in Å, forces in eV/Å.

Properties
**Charge**: -1
**Energy relative to the best compared isomer or geometry (same formula, charge and spin)**: 0.0 kcal per mole
**Gap between HOMO and LUMO**: 5.5 eV
**Highest occupied orbital energy**: -4.32 eV
**Maximum force**: 4.2 eV/Å